Record 1
{"formula": "C17H24F16N2O6P3", "method": "ωB97M-V/def2-TZVPD", "total_charge": 1, "e_homo_ev": -11.70, "mol_weight_g_mol": 749.3, "species": ["C", "C", "C", "C", "N", "C", "P", "C", "O", "C", "P", "P", "O", "O", "O", "N", "H", "H", "H", "H", "H", "H", "H", "H", "H", "H", "H", "H", "H", "H", "H", "H", "C", "C", "C", "F", "F", "F", "F", "O", "C", "C", "F", "F", "F", "F", "H", "H", "H", "H", "C", "C", "C", "F", "F", "F", "F", "O", "C", "C", "F", "F", "F", "F", "H", "H", "H", "H"], "xyz": [[4.2775, 0.6387, 4.8811], [3.4359, 1.0936, 4.1654], [2.5341, 1.5801, 3.1174], [2.3977, 0.5894, 1.9531], [1.5492, -0.5479, 2.2003], [0.4250, -0.3645, 3.1115], [-0.9485, -1.4052, 2.3210], [-2.2431, -1.8411, 3.5574], [-0.1720, -2.8635, 2.0814], [0.0323, 1.0951, 3.3417], [-1.2120, 1.3954, 4.7383], [-3.1573, 1.7017, 3.7793], [-3.3620, 3.1451, 3.7784], [-4.3231, 0.9367, 4.5443], [-3.1022, 1.1234, 2.2747], [1.2073, 1.9627, 3.7373], [5.0541, 0.0515, 5.3191], [2.9783, 2.4941, 2.7164], [3.4059, 0.2168, 1.7712], [2.1299, 1.1515, 1.0514], [2.0742, -1.3823, 2.4017], [0.6682, -0.8049, 4.1000], [-1.9569, -1.7632, 4.6073], [-3.1628, -1.3101, 3.3333], [-2.4662, -2.8988, 3.3817], [0.0915, -3.2032, 2.9501], [-0.4192, 1.5026, 2.4338], [-1.2074, 0.2244, 5.5240], [-4.9225, 0.5273, 3.9002], [-2.7055, 1.8293, 1.7390], [0.9463, 2.9317, 3.5429], [1.3202, 1.9137, 4.7531], [-0.0473, 1.8015, -3.9090], [1.3841, 2.3680, -3.9339], [2.4217, 1.6977, -3.0273], [2.0916, 1.7908, -1.7164], [3.6143, 2.3154, -3.1803], [1.3466, 3.6985, -3.6982], [1.8385, 2.2029, -5.2038], [-1.0147, 2.4712, -3.1008], [-1.1184, 2.1864, -1.7668], [-0.8028, 3.4015, -0.8880], [0.4308, 3.8812, -1.1020], [-0.8601, 3.0008, 0.4199], [-0.3734, 1.1184, -1.4275], [-2.4060, 1.8570, -1.5197], [-0.4253, 1.9321, -4.9215], [-0.0533, 0.7258, -3.7323], [2.5428, 0.6435, -3.2902], [-1.5194, 4.2062, -1.0574], [-1.2179, -3.9082, -3.7690], [-1.7552, -2.5052, -4.1176], [-0.8966, -1.6198, -5.0265], [0.3044, -1.3379, -4.4802], [-1.5313, -0.4362, -5.2214], [-2.0601, -1.8453, -2.9779], [-2.9241, -2.6995, -4.7860], [-0.5630, -4.0738, -2.5167], [0.7798, -3.7985, -2.3821], [1.0187, -2.6259, -1.4319], [0.3866, -1.5133, -1.8592], [2.3439, -2.3401, -1.3749], [1.3628, -3.6046, -3.5794], [1.3573, -4.8886, -1.8376], [-2.1043, -4.5345, -3.6812], [-0.6375, -4.3357, -4.5865], [-0.7450, -2.0930, -5.9998], [0.6648, -2.8590, -0.4252]], "atomic_forces_ev_per_a": [[0.25, -0.59, -0.27], [-0.40, -0.01, -0.34], [0.97, 0.37, 0.11], [0.22, 0.06, -0.22], [-0.18, 0.54, -0.06], [0.20, -0.91, 1.20], [-0.73, 0.35, -1.85], [0.63, -0.56, 0.29], [0.09, 0.83, 1.13], [-1.17, -0.94, 0.04], [0.34, 0.62, 0.63], [-0.86, 0.83, -0.46], [0.57, 0.42, 0.05], [0.76, -0.67, -0.71], [0.15, -0.29, 0.82], [-0.15, -0.23, -0.14], [-0.04, 0.31, 0.42], [-0.17, 0.06, 0.01], [-0.01, 0.13, -0.08], [-0.34, -0.10, 0.08], [-0.07, -0.05, 0.06], [0.02, 0.22, -0.02], [-0.15, 0.14, 0.02], [0.09, 0.23, 0.12], [0.05, 0.06, -0.10], [0.09, -0.52, -0.24], [0.35, 0.16, -0.07], [-0.09, -0.30, -0.57], [-0.20, -0.09, 0.26], [-0.27, -0.09, -0.38], [0.15, 0.02, -0.09], [-0.05, 0.03, 0.01], [-0.30, -0.41, -0.39], [-0.51, 0.48, 0.21], [0.43, -0.19, -0.15], [-0.09, 0.08, 0.01], [-0.07, 0.05, -0.06], [0.11, -0.03, 0.13], [0.09, -0.25, -0.01], [0.57, 0.32, 0.49], [-0.02, -0.49, -0.87], [0.02, 0.34, -0.15], [0.06, -0.19, 0.01], [-0.12, -0.08, 0.34], [-0.04, 0.15, 0.30], [-0.13, 0.09, 0.22], [0.05, 0.12, 0.03], [0.18, 0.25, 0.23], [-0.11, -0.01, 0.01], [-0.13, -0.12, 0.06], [-0.12, -0.57, -0.09], [0.00, -0.15, 0.68], [-0.24, 0.09, -0.49], [0.11, -0.13, 0.10], [-0.12, -0.17, 0.03], [0.09, 0.12, -0.08], [0.12, -0.02, -0.24], [0.15, 0.69, -0.07], [-0.42, -0.57, -0.47], [0.08, 0.33, 0.56], [0.01, -0.05, -0.11], [0.04, -0.13, -0.08], [0.13, 0.18, 0.06], [0.07, 0.10, 0.15], [-0.06, 0.11, 0.07], [0.13, 0.23, -0.03], [0.00, -0.05, 0.04], [-0.03, -0.14, -0.05]]}

Record 2
{"formula": "C3H3NO2", "method": "ωB97M-V/def2-TZVPD", "e_above_lowest_kj_mol": 121.4, "e_homo_ev": -11.53, "smiles": "N#CCOC=O", "mol_weight_g_mol": 85.1, "species": ["N", "C", "C", "O", "C", "O", "H", "H", "H"], "xyz": [[1.2470, 2.1953, -1.6898], [0.7176, 1.5321, -0.9046], [-0.0398, 0.7013, 0.0441], [-0.0932, -0.6236, -0.4841], [-0.3290, -1.6007, 0.4102], [-0.4907, -1.4468, 1.5901], [-1.0475, 1.1207, 0.1030], [0.3829, 0.6815, 1.0545], [-0.3473, -2.5597, -0.1233]], "atomic_forces_ev_per_a": [[-0.50, -0.68, 0.91], [0.49, 0.49, -0.65], [-0.08, 0.15, 0.08], [-0.01, -0.07, -0.05], [-0.07, 0.00, 0.43], [0.08, 0.01, -0.62], [0.01, -0.12, 0.09], [0.09, 0.18, -0.29], [0.00, 0.05, 0.10]]}

no.,LUMO level (eV)
1,-2.997
2,0.650